(1)
Density functional theory data (wB97M-V/def2-TZVPD) for a molecular structure, C37H55Cl3GeP2PtSSi.

Calculated values
Gap between HOMO and LUMO (spin up / spin down) (eV): 6.0 / 6.1
Total charge: -1
DFT total energy (eV): -173889.849
Multiplicity: 2

Each line ends with the Löwdin spin population.
CARTESIAN COORDINATES (ANGSTROEM)
Pt: -0.82224 0.04297 0.15602  0.210
C: 1.67630 2.10688 -2.10331  -0.003
Si: 1.20063 0.72133 -0.84082  -0.017
C: 2.12386 0.99916 0.83056  0.000
C: 3.39765 0.48552 1.02454  -0.001
C: 3.99954 0.48684 2.27069  0.000
C: 3.32985 1.02533 3.35282  0.000
C: 2.06767 1.56549 3.17897  0.000
C: 1.44628 1.54173 1.93744  0.001
P: -0.23771 2.21898 1.65104  0.014
C: 0.10868 4.09980 1.75924  0.007
C: 1.37710 4.53436 2.49395  0.001
C: 1.61170 6.03220 2.29394  0.001
C: 1.92964 6.35685 0.82771  0.000
C: 1.43397 5.23837 -0.09021  0.000
C: 0.06368 4.74218 0.35907  0.001
C: -1.43506 2.08665 3.10505  -0.002
C: -0.96981 2.42341 4.52065  0.000
C: -2.20243 2.46871 5.42524  0.000
C: -2.87584 1.08954 5.51753  0.000
C: -2.30118 0.12207 4.48258  0.000
C: -2.23008 0.76907 3.10736  0.010
C: 1.80465 -0.81076 -1.85746  -0.001
C: 3.08307 -0.84991 -2.39768  0.000
C: 3.47782 -1.83565 -3.28451  0.000
C: 2.57589 -2.81223 -3.66784  0.000
C: 1.30016 -2.79814 -3.13996  0.001
C: 0.91078 -1.81939 -2.22974  0.006
P: -0.78131 -1.86938 -1.53926  0.016
C: -1.94305 -1.51212 -2.97494  0.001
C: -1.88582 -0.02149 -3.32736  0.008
C: -0.83987 0.30329 -4.38154  0.001
C: -1.14120 -0.46392 -5.66056  0.000
C: -1.02101 -1.95291 -5.36745  0.000
C: -1.94890 -2.39359 -4.23441  0.001
C: -1.05586 -3.63516 -0.91497  0.001
C: 0.15894 -4.56569 -0.94314  0.000
C: -0.15408 -5.78428 -0.08094  0.000
C: -1.36032 -6.56474 -0.62948  0.000
C: -2.06064 -5.81263 -1.76036  0.000
C: -2.33816 -4.36041 -1.37282  0.000
H: 2.67600 1.95405 -2.49219  0.000
H: 1.62547 3.09709 -1.67529  0.000
H: 0.99139 2.07715 -2.94106  0.000
H: 3.91694 0.04878 0.18436  0.000
H: 4.97541 0.04038 2.39899  0.000
H: 3.77262 1.00528 4.33869  0.000
H: 1.55375 1.96812 4.03495  0.000
H: -0.75306 4.47314 2.32657  0.000
H: 2.24264 3.98258 2.12915  0.000
H: 1.28969 4.32914 3.56069  0.000
H: 2.43071 6.36563 2.93624  0.000
H: 0.71090 6.57091 2.60029  0.000
H: 3.00566 6.48327 0.68577  0.000
H: 1.45640 7.30179 0.55101  0.000
H: 2.14346 4.41060 -0.06896  0.000
H: 1.37521 5.60439 -1.11896  0.000
H: -0.32675 4.01979 -0.36252  0.000
H: -0.62027 5.59440 0.37120  0.000
H: -2.13447 2.88605 2.80259  0.000
H: -0.46704 3.39426 4.54381  0.000
H: -0.28514 1.66237 4.89007  0.000
H: -2.90819 3.19734 5.01799  0.000
H: -1.91676 2.82088 6.41815  0.000
H: -3.95306 1.19293 5.36024  0.000
H: -2.73374 0.66257 6.51202  0.000
H: -2.91852 -0.77778 4.42967  0.000
H: -1.30339 -0.19371 4.78357  0.000
H: -3.24221 0.95669 2.74456  0.011
H: -1.78386 0.05437 2.40339  0.001
H: 3.79499 -0.08267 -2.12723  0.000
H: 4.48041 -1.83572 -3.69178  0.000
H: 2.85949 -3.58077 -4.37496  0.000
H: 0.58892 -3.55192 -3.44519  0.000
H: -2.90551 -1.66759 -2.46153  -0.001
H: -1.68616 0.55335 -2.41479  0.013
H: -2.86747 0.28752 -3.69627  0.000
H: 0.14774 0.01991 -4.01592  0.000
H: -0.83954 1.37746 -4.57378  0.000
H: -0.44061 -0.18539 -6.45298  0.000
H: -2.14999 -0.22667 -6.00969  0.000
H: 0.01691 -2.16229 -5.10785  0.000
H: -1.26802 -2.53603 -6.26175  0.000
H: -1.71322 -3.42744 -3.97923  0.000
H: -2.97270 -2.38229 -4.62416  0.000
H: -1.19291 -3.41469 0.15301  0.000
H: 1.02583 -4.04803 -0.53274  0.000
H: 0.41518 -4.89895 -1.94656  0.000
H: -0.36373 -5.43816 0.93019  0.000
H: 0.72771 -6.42631 -0.03033  0.000
H: -2.07614 -6.73993 0.17462  0.000
H: -1.04841 -7.54433 -1.00006  0.000
H: -3.00739 -6.30870 -1.99349  0.000
H: -1.44912 -5.84790 -2.66606  0.000
H: -3.05145 -4.35718 -0.54641  0.000
H: -2.82432 -3.85746 -2.20850  0.000
S: -3.07555 0.65312 -0.16890  0.676
Cl: 1.00693 -1.20085 4.11936  0.013
Ge: 0.29257 -1.68160 2.01750  0.017
Cl: 2.17725 -2.76007 1.37267  0.001
Cl: -0.89478 -3.50918 2.70222  0.013

(2)
Density functional theory data (wB97M-V/def2-TZVPD) for a molecular structure, C37H66Cl30F13O4PS.

Calculated values
Gap between HOMO and LUMO (eV): 10.1
DFT total energy (eV): -478755.697

Each line ends with the Mulliken charge.
CARTESIAN COORDINATES (ANGSTROEM)
O: 6.65067 -5.12966 -1.47293  -0.569
P: 5.54517 -4.97088 -0.53612  0.505
O: 5.57039 -3.52210 0.21876  -0.269
C: 4.91032 -2.50404 -0.45719  0.655
O: 5.53549 -1.61777 -0.95347  -0.493
O: 3.58289 -2.62497 -0.42391  -0.252
C: 2.98955 -2.40929 -1.72873  -0.970
C: 1.52591 -2.75285 -1.64520  -1.066
C: 0.63304 -1.57654 -1.33244  1.067
F: 0.79877 -1.15019 -0.07376  -0.298
F: 1.01242 -0.53277 -2.12495  -0.374
C: -0.86739 -1.76600 -1.65559  0.297
F: -1.53459 -0.69940 -1.19602  -0.211
F: -0.99394 -1.79233 -2.99063  -0.319
C: -1.48791 -3.09149 -1.08630  0.911
F: -0.91184 -3.32585 0.09984  -0.254
F: -1.19250 -4.07118 -1.94830  -0.323
C: -3.01729 -2.93394 -0.91720  0.375
F: -3.26051 -2.16581 0.14167  -0.091
F: -3.51192 -2.32883 -2.00527  -0.371
S: -3.98660 -4.56536 -0.70919  1.571
F: -3.66866 -4.95248 -2.19755  -0.332
F: -2.72684 -5.33033 -0.17623  -0.357
F: -4.39118 -4.22010 0.77667  -0.309
F: -5.29984 -3.82256 -1.19940  -0.406
F: -4.82390 -5.89268 -0.58625  -0.316
H: 5.54950 -5.90313 0.50809  0.101
H: 4.30257 -5.08189 -1.17780  0.049
H: 3.44828 -3.06183 -2.46172  0.595
H: 3.19210 -1.39673 -2.04994  0.421
H: 1.41591 -3.45957 -0.82898  0.376
H: 1.19461 -3.28747 -2.52153  0.592
Cl: -1.68525 -0.28933 3.38226  -0.180
C: -2.79010 -1.14170 4.49468  0.127
C: -2.51710 -2.62149 4.52034  -0.627
Cl: -2.94573 -3.41396 2.97935  -0.072
H: -3.80928 -0.92266 4.18528  0.055
H: -2.63250 -0.73130 5.49242  0.022
H: -3.11038 -3.10022 5.29779  0.313
H: -1.46643 -2.81802 4.71739  0.374
Cl: -2.46570 -9.68815 -4.14188  -0.192
C: -2.81185 -9.58679 -2.39704  -0.501
C: -2.75667 -8.17014 -1.88854  -0.292
Cl: -1.09877 -7.51392 -1.91024  -0.161
H: -2.10120 -10.22347 -1.87697  0.339
H: -3.81251 -9.98836 -2.24720  0.350
H: -3.09758 -8.13792 -0.85527  0.239
H: -3.38497 -7.51226 -2.48074  0.194
Cl: -1.44387 1.61951 8.29741  -0.176
C: -2.59145 0.79003 9.37944  -0.288
C: -2.39046 -0.70192 9.37566  -0.546
Cl: -2.83891 -1.44077 7.81258  -0.126
H: -3.59706 1.05600 9.06998  0.130
H: -2.42418 1.17682 10.38309  0.344
H: -3.02068 -1.15943 10.13617  0.303
H: -1.35625 -0.96560 9.57954  0.335
Cl: 6.66707 1.58188 -3.94952  -0.204
C: 7.51522 0.89417 -2.53453  0.082
C: 8.99695 0.77337 -2.76203  0.090
Cl: 9.38965 -0.46831 -3.98434  -0.233
H: 7.06364 -0.06848 -2.31011  0.189
H: 7.32987 1.56495 -1.69838  -0.104
H: 9.48689 0.47564 -1.83702  0.335
H: 9.42674 1.71309 -3.09164  -0.148
Cl: -6.21116 2.93848 -1.93784  -0.226
C: -5.61680 1.34277 -2.47589  0.731
C: -4.17266 1.11312 -2.11225  0.122
Cl: -3.05974 2.16613 -3.02560  -0.201
H: -5.76905 1.27528 -3.54935  -0.245
H: -6.23865 0.59245 -1.98974  -0.246
H: -3.90181 0.08679 -2.34887  -0.338
H: -3.99327 1.28157 -1.05315  0.397
Cl: -8.12387 1.14723 -5.77035  -0.184
C: -7.00076 2.46379 -6.20245  -0.496
C: -5.85937 1.97990 -7.05976  -0.446
Cl: -4.75822 0.91218 -6.15473  -0.143
H: -6.64092 2.91174 -5.27867  0.296
H: -7.57764 3.20927 -6.74657  0.367
H: -5.27260 2.83205 -7.39808  0.291
H: -6.21343 1.43563 -7.93114  0.331
Cl: 3.96013 0.52160 0.47937  -0.117
C: 5.30007 0.89354 1.59513  -0.547
C: 4.82472 1.16288 2.99730  0.198
Cl: 3.90880 2.68756 3.11992  -0.227
H: 5.84372 1.74395 1.19075  0.371
H: 5.96260 0.02811 1.59273  0.256
H: 5.68365 1.26225 3.66115  -0.268
H: 4.18813 0.36041 3.36235  0.340
Cl: -7.04848 -0.01690 -0.60484  -0.286
C: -7.14756 -1.77321 -0.30322  0.604
C: -7.56589 -2.08986 1.10473  -0.849
Cl: -6.29849 -1.65328 2.27781  -0.051
H: -6.17887 -2.20552 -0.53361  -0.633
H: -7.88050 -2.17105 -1.00288  0.385
H: -7.73488 -3.16064 1.20281  0.373
H: -8.47828 -1.56667 1.37985  0.447
Cl: 8.64683 5.09636 4.89420  -0.176
C: 7.54601 4.22307 5.98915  -0.410
C: 7.95945 2.78724 6.18063  -0.473
Cl: 7.74144 1.82854 4.69216  -0.193
H: 6.54041 4.29553 5.58226  0.298
H: 7.57215 4.73991 6.94678  0.304
H: 7.34155 2.32598 6.94886  0.271
H: 9.00086 2.70713 6.47997  0.368
Cl: 11.32395 3.05880 -0.29531  -0.203
C: 11.03677 4.50359 -1.30475  -0.245
C: 9.73556 5.18193 -0.95963  -0.524
Cl: 8.28859 4.22319 -1.38879  -0.120
H: 11.07669 4.19495 -2.34000  0.105
H: 11.86137 5.19005 -1.12113  0.361
H: 9.65216 6.12720 -1.49361  0.289
H: 9.68475 5.37911 0.10792  0.383
Cl: -11.59071 0.73813 -1.17577  -0.207
C: -10.83951 2.35507 -1.19936  -0.548
C: -9.68033 2.45241 -0.24435  0.399
Cl: -10.22336 2.39602 1.46000  -0.222
H: -11.61048 3.08561 -0.96890  0.373
H: -10.48864 2.52890 -2.21490  0.313
H: -9.17182 3.40581 -0.37946  0.271
H: -8.96755 1.64899 -0.42395  -0.299
Cl: 11.70440 -3.20111 -9.21707  -0.196
C: 11.18880 -2.93680 -7.52967  -0.427
C: 11.38313 -1.50983 -7.09003  -0.012
Cl: 13.10693 -1.07631 -6.95115  -0.195
H: 11.74458 -3.62501 -6.89882  0.328
H: 10.13233 -3.19329 -7.47684  0.295
H: 10.93865 -1.36802 -6.10753  -0.102
H: 10.91886 -0.81383 -7.78339  0.342
Cl: 9.49783 4.06733 -4.46385  -0.108
C: 8.43643 4.64981 -5.76838  -0.588
C: 8.81069 6.03722 -6.21806  -0.441
Cl: 8.47635 7.26089 -4.96406  -0.186
H: 7.41270 4.60664 -5.40484  0.285
H: 8.53712 3.95255 -6.59826  0.327
H: 8.22378 6.30870 -7.09358  0.331
H: 9.86488 6.10112 -6.47374  0.313
Cl: -5.48390 0.85290 7.09574  -0.151
C: -7.06698 0.25383 6.53666  -0.444
C: -8.21755 1.04045 7.09472  -0.137
Cl: -8.43239 0.78566 8.84854  -0.207
H: -7.13731 -0.79937 6.79636  0.327
H: -7.06589 0.34353 5.45500  0.271
H: -9.14067 0.72327 6.61287  0.368
H: -8.08887 2.10119 6.92349  -0.005
Cl: -8.49215 3.97344 5.26763  -0.214
C: -9.45223 4.83398 4.03365  0.035
C: -8.87738 6.19034 3.72394  -0.472
Cl: -9.03382 7.31990 5.09429  -0.190
H: -10.47229 4.90812 4.40170  0.350
H: -9.45098 4.23151 3.12157  -0.164
H: -9.41577 6.63014 2.88618  0.313
H: -7.82423 6.12470 3.46374  0.325

Which value of DFT total energy does entry 2 give? -478755.697 eV